# 1
Computed, not measured: a molecular structure, C25H16Cl3N4O9V, with wB97M-V/def2-TZVPD.

Values from the calculation:
Total energy ... -4182.99210 hartree
HOMO level ... -0.3357 hartree

Structure (XYZ):
```
58
Properties=species:S:1:pos:R:3:forces:R:3:nbo_charge:R:1
V 0.20371 -0.38286 -0.73658 0.384 -0.293 -0.550 1.159
C 0.65121 -0.25323 -6.32734 -0.002 0.000 0.002 -0.254
O 0.60083 -0.57647 -4.94691 0.004 -0.004 -0.007 -0.466
C 1.69497 -1.14051 -4.40374 0.006 0.002 0.002 0.272
C 2.85184 -1.47622 -5.07945 -0.010 0.001 0.002 -0.269
C 3.92924 -2.06105 -4.40355 0.004 0.001 -0.008 -0.187
C 3.86196 -2.31459 -3.05768 -0.005 0.001 0.009 -0.182
C 2.71071 -1.95530 -2.34105 0.002 -0.020 -0.015 -0.159
C 2.57790 -2.30855 -0.95412 0.022 0.022 0.014 0.189
N 1.63960 -1.82789 -0.22287 -0.002 0.017 -0.029 -0.224
N 1.36821 -2.44754 0.97693 -0.060 -0.019 -0.020 -0.330
C 0.09657 -2.31206 1.17648 0.094 0.040 -0.022 0.550
O -0.62834 -1.67550 0.26903 -0.311 -0.085 0.196 -0.549
C -0.58328 -2.83362 2.36823 -0.014 -0.040 -0.010 -0.069
C 0.15891 -3.40134 3.40183 -0.009 -0.012 -0.005 -0.182
C -0.48827 -3.86682 4.53249 0.008 0.000 -0.001 -0.211
C -1.87085 -3.76906 4.63430 -0.006 0.002 -0.006 -0.184
C -2.60892 -3.20365 3.60442 0.007 -0.004 0.009 -0.215
C -1.96753 -2.73206 2.46972 -0.006 0.003 -0.004 -0.181
C 1.62610 -1.37501 -3.01401 -0.040 -0.013 0.015 0.372
O 0.50816 -1.04229 -2.37034 0.136 -0.002 -0.072 -0.469
H -0.30463 0.20521 -6.56023 -0.002 0.003 0.002 0.209
H 1.45595 0.45598 -6.53374 0.000 0.001 0.001 0.184
H 0.78347 -1.14963 -6.93790 0.000 -0.001 0.002 0.179
H 2.93587 -1.28447 -6.13898 0.000 0.001 -0.002 0.229
H 4.82252 -2.31227 -4.95875 -0.002 0.000 0.001 0.224
H 4.69127 -2.77106 -2.53378 -0.002 -0.001 -0.003 0.222
H 3.21889 -3.07434 -0.52492 0.007 0.007 0.000 0.217
H 1.23453 -3.46442 3.30959 -0.002 -0.001 0.001 0.236
H 0.08525 -4.30387 5.33902 -0.002 0.000 0.000 0.220
H -2.37301 -4.13277 5.52129 0.000 0.000 0.000 0.218
H -3.68489 -3.12676 3.68553 -0.001 0.001 -0.001 0.221
H -2.53116 -2.28469 1.66178 0.004 0.008 0.008 0.235
Cl -2.76238 2.69278 -3.10312 -0.009 -0.003 0.005 0.044
C -2.09640 2.83160 -1.45990 0.003 -0.024 -0.081 -0.217
Cl -3.09306 3.90124 -0.49209 0.001 0.017 0.033 0.070
Cl -0.43982 3.44068 -1.54297 -0.030 0.005 0.071 0.061
C -2.12616 1.39223 -0.87345 0.156 0.114 0.004 0.759
O -2.97216 1.00875 -0.12965 -0.047 -0.035 0.014 -0.516
O -1.13066 0.65762 -1.35172 -0.254 -0.129 -0.028 -0.576
N 2.81527 1.27553 -1.45822 -0.054 0.017 -0.128 -0.379
C 1.86598 0.69165 -1.16405 0.097 0.013 -0.033 0.074
O 2.11663 1.75642 1.48822 -0.035 0.039 -0.005 -0.516
C 0.94311 1.55128 1.40468 0.194 -0.033 0.290 0.775
O 0.41584 0.44359 0.84043 -0.194 0.395 0.390 -0.575
C -0.10858 2.44153 1.99011 -0.015 -0.033 -0.033 -0.079
C 0.19805 3.78541 2.17912 0.024 0.000 0.007 -0.173
C -0.74297 4.63560 2.72793 -0.013 0.017 0.000 -0.197
C -1.96898 4.10779 3.09602 0.021 -0.005 0.007 0.032
C -2.29151 2.77531 2.93388 -0.002 -0.018 -0.015 -0.179
C -1.34709 1.93561 2.36576 -0.027 0.013 -0.013 -0.199
N -2.98372 5.01362 3.67380 -0.029 0.012 -0.084 0.531
O -4.04345 4.52784 4.00996 -0.016 -0.017 0.039 -0.371
O -2.70055 6.19007 3.76304 0.027 0.022 0.034 -0.371
H 1.17358 4.14936 1.88707 0.000 -0.006 -0.003 0.244
H -0.54627 5.68702 2.87225 0.000 0.000 0.002 0.254
H -3.26498 2.41558 3.23003 0.001 0.000 0.005 0.255
H -1.57651 0.89062 2.20814 0.001 0.023 0.011 0.243
```
Forces are in eV/Å.



# 2
Computed, not measured: a single C4H8N4 molecule, with wB97M-V/def2-TZVPD.

Values from the calculation:
Structure (SMILES) ... C1=N\NC/C=N\NC/1
Total energy ... -376.08322 hartree
Energy relative to the best compared isomer or geometry (same formula, charge and spin) ... 4.496 eV
HOMO level ... -0.3006 hartree

Structure (XYZ):
```
16
Properties=species:S:1:pos:R:3:forces:R:3:nbo_charge:R:1
C 1.26417 -0.44553 1.21003 0.895 -1.445 3.189 -0.009
N 1.69185 -0.91607 0.15268 -0.169 0.675 -5.218 -0.179
N 1.07069 -0.56325 -1.10812 -0.642 1.330 3.486 -0.498
C 0.22563 0.62782 -1.46629 0.905 0.630 -0.907 -0.321
C -1.19400 0.32418 -1.18825 -1.561 0.082 0.472 -0.070
N -1.70023 -0.18632 -0.14595 -2.075 0.017 -1.193 -0.208
N -1.20276 -0.41414 1.02591 -0.145 -1.467 0.277 -0.410
C 0.00506 0.17345 1.55108 -2.279 2.601 -1.896 -0.324
H 1.84623 -0.87503 2.04201 -0.253 0.496 0.010 0.186
H 1.51469 -1.04852 -1.80398 1.188 -0.878 -1.873 0.377
H 0.13401 0.65003 -2.63514 1.254 0.380 2.084 0.234
H 0.56533 1.68164 -0.98739 -0.296 -2.501 -1.349 0.208
H -1.98147 0.41978 -1.96726 1.014 0.049 0.173 0.188
H -1.89376 -0.93902 1.56809 1.081 0.569 0.223 0.390
H -0.07768 1.23150 1.20958 0.435 -0.395 0.042 0.206
H -0.26776 0.27949 2.54299 0.647 -0.143 2.480 0.229
```
Forces are in eV/Å.



# 3
Computed, not measured: a single C2H2F5P molecule, with wB97M-V/def2-TZVPD.

Values from the calculation:
Structure (SMILES) ... F[PH2]=C(F)C(F)(F)F
Total energy ... -917.99562 hartree
Energy relative to the best compared isomer or geometry (same formula, charge and spin) ... 1.956 eV
HOMO level ... -0.3274 hartree

Structure (XYZ):
```
10
Properties=species:S:1:pos:R:3:forces:R:3:nbo_charge:R:1
F -0.39621 -0.29056 -2.72071 0.061 0.230 1.955 -0.568
P 0.37230 -0.03988 -1.24315 -1.794 3.242 -2.218 1.257
C -0.24628 0.86449 0.25103 1.557 -2.726 -1.068 -0.236
F -1.46926 1.38515 0.07776 -0.792 0.699 0.142 -0.329
C -0.13637 -0.11426 1.41546 -0.478 -0.051 -0.716 0.890
F -0.55924 0.48777 2.52996 -0.353 -0.710 -0.114 -0.303
F 1.13213 -0.48030 1.58578 1.207 0.401 0.032 -0.329
F -0.71240 -1.36638 1.23762 -0.923 0.827 0.547 -0.359
H 1.23965 0.87278 -1.90717 0.149 -0.760 0.553 -0.023
H 0.77568 -1.31881 -1.22657 1.366 -1.152 0.887 -0.002
```
Forces are in eV/Å.



# 4
Computed, not measured: 3 unconnected molecules or ions with the total composition C34H74ClI2N8O2P2, with wB97M-V/def2-TZVPD.

Values from the calculation:
Charge ... +1
Total energy ... -3666.47498 hartree
Energy relative to the best compared isomer or geometry (same formula, charge and spin) ... 0.000 eV
HOMO level ... -0.3624 hartree

Structure (XYZ):
```
123
Properties=species:S:1:pos:R:3:forces:R:3:mulliken_charge:R:1
C -4.55692 -2.77033 -4.88012 0.153 0.498 0.198 -1.114
C -4.54574 -1.31527 -5.39086 0.115 -0.481 -0.172 -0.658
C -3.95606 -0.33216 -4.38241 -0.081 0.084 -0.505 -0.356
C -2.44419 -0.48121 -4.22894 -0.415 -0.221 0.228 -0.618
C -1.89870 0.33016 -3.06113 0.241 0.162 -0.432 0.032
C -0.39050 0.13856 -2.84111 -0.014 0.071 -0.050 -0.797
C 0.36324 1.45069 -2.53355 0.065 -0.560 -0.117 0.035
C 1.49359 1.29901 -1.49591 -0.510 0.561 0.159 0.284
C 1.33531 2.34796 -0.38879 0.254 -0.070 -0.022 -1.316
C 2.52595 2.43653 0.58734 -0.638 -0.206 -0.116 -0.335
C 2.93482 1.10684 1.15036 0.486 0.328 -0.152 0.712
N 1.95774 0.27909 1.48348 -0.008 0.099 0.155 0.480
N 2.06249 -0.94903 1.94814 0.379 0.254 -0.021 -1.031
C 3.28085 -1.40279 2.10429 0.346 -0.427 -0.037 0.264
C 3.41105 -2.84373 2.58904 -0.868 0.129 0.219 -0.953
I 1.60564 -3.93594 2.10598 0.153 -0.129 -0.152 0.144
C 3.59758 -2.96900 4.12994 0.013 0.250 -0.027 -0.140
C 3.48153 -1.66696 4.90858 0.065 -0.159 0.279 -1.366
I 5.41821 -4.00712 4.60888 -0.013 -0.020 -0.023 0.137
C 4.44707 -0.61405 1.83482 -0.250 -0.032 -0.034 -0.080
C 5.83259 -1.15009 2.06202 0.433 0.512 -0.226 -0.886
C 6.51602 -0.53666 3.31325 -0.257 0.224 -0.121 -1.346
C 4.26486 0.67669 1.34706 -0.481 -0.205 0.256 0.320
C 5.43389 1.57329 1.01266 0.218 -0.379 -0.324 0.041
Cl 5.33932 3.12281 1.89889 -0.122 -0.028 0.095 -0.105
C 5.66597 1.69307 -0.52392 0.169 0.263 0.123 -0.234
C 5.89694 3.10080 -1.06765 -0.120 -0.285 -0.452 -1.448
H -3.64323 -3.28326 -5.17720 -0.089 -0.174 -0.050 0.298
H -4.57054 -2.77020 -3.78738 -0.167 -0.121 0.013 0.277
H -5.42607 -3.31562 -5.23969 0.076 -0.135 -0.049 0.349
H -3.95160 -1.30761 -6.31018 -0.016 0.242 -0.027 0.300
H -5.54870 -1.01081 -5.69229 -0.061 0.045 0.180 0.418
H -4.17893 0.68050 -4.73297 0.036 0.093 0.197 -0.050
H -4.46351 -0.46803 -3.42269 0.051 0.042 0.052 0.358
H -2.21450 -1.54714 -4.12136 0.146 0.025 0.074 0.313
H -1.97461 -0.13826 -5.15547 0.111 -0.056 0.012 0.352
H -2.07261 1.37670 -3.31629 -0.077 0.046 0.164 -0.201
H -2.45313 0.10440 -2.14698 -0.013 -0.010 0.019 0.366
H -0.22132 -0.60357 -2.05396 0.004 0.046 0.064 0.449
H 0.05294 -0.29184 -3.74280 -0.058 -0.096 -0.001 0.309
H 0.78982 1.79330 -3.47568 -0.048 0.251 0.046 -0.608
H -0.34517 2.22393 -2.23260 0.004 -0.022 0.114 0.445
H 1.43306 0.31139 -1.03246 0.232 -0.145 -0.257 0.262
H 2.46360 1.42445 -1.98318 0.115 -0.167 0.146 0.066
H 1.22050 3.33309 -0.84177 -0.012 0.041 0.048 0.521
H 0.39970 2.17570 0.15587 -0.042 -0.009 -0.057 0.399
H 3.36021 2.90390 0.08060 0.158 -0.004 0.123 -0.087
H 2.23116 3.06506 1.43203 0.257 0.154 0.002 0.210
H 1.00053 0.59584 1.36349 -0.018 -0.103 -0.039 0.431
H 4.16820 -3.36959 2.02263 0.111 0.061 0.051 0.754
H 2.83052 -3.62770 4.51609 0.107 -0.187 -0.026 0.369
H 3.54379 -1.89212 5.97222 0.006 0.006 0.018 0.524
H 2.50037 -1.21630 4.74062 0.040 0.068 -0.112 0.262
H 4.27424 -0.95258 4.69459 -0.063 0.054 -0.135 0.339
H 6.42745 -0.82218 1.20821 -0.055 -0.259 -0.149 0.525
H 5.88328 -2.23417 2.05303 -0.146 -0.033 0.199 0.361
H 7.50813 -0.16906 3.05930 0.114 -0.205 0.060 0.427
H 5.95891 0.33713 3.65749 -0.005 -0.038 0.116 0.421
H 6.58632 -1.24840 4.12969 0.029 -0.017 0.012 0.211
H 6.31750 1.10194 1.41960 0.024 0.171 0.147 0.265
H 4.85117 1.20045 -1.05759 -0.070 0.097 -0.009 0.252
H 6.56654 1.11992 -0.74921 -0.065 -0.158 0.054 0.425
H 6.21049 3.00572 -2.10808 -0.001 0.017 -0.015 0.423
H 6.69285 3.62338 -0.54432 -0.104 0.067 0.133 0.384
H 4.98339 3.69343 -1.07871 0.087 0.161 0.196 0.303
O -4.06654 -3.77941 6.45818 0.886 1.912 1.327 -0.847
P -2.77945 -4.48283 6.64555 -0.179 -3.703 -1.763 0.387
N -2.09381 -4.58695 5.09078 0.055 -0.024 0.206 0.286
C -1.89666 -5.73390 4.23652 0.219 -0.126 -0.085 -0.748
C -1.85685 -3.30681 4.45062 -0.162 0.316 0.126 -1.172
N -3.28452 -5.96651 7.33575 -0.533 0.096 -0.305 0.299
C -2.81778 -7.26973 6.90875 0.443 -0.057 0.362 -1.143
C -4.67889 -6.04190 7.76739 -0.173 0.016 -0.123 -1.070
N -1.35314 -4.39587 7.50560 -0.258 1.476 0.583 0.246
C -0.01695 -4.55105 6.96166 0.071 0.176 -0.175 -0.620
C -1.42618 -4.48206 8.96061 -0.035 0.012 0.052 -1.013
H -0.85027 -5.79868 3.90189 -0.030 0.038 -0.020 0.224
H -2.52935 -5.68586 3.34273 -0.022 0.026 0.027 0.337
H -2.11079 -6.66922 4.73558 -0.066 0.071 0.035 0.183
H -1.03309 -2.75741 4.93082 -0.028 0.044 -0.089 0.265
H -2.74476 -2.66945 4.48457 0.003 -0.019 0.023 0.325
H -1.58782 -3.44207 3.40296 0.001 -0.138 0.016 0.401
H -3.31560 -7.61383 5.99412 0.000 -0.058 0.035 0.343
H -3.02475 -8.00779 7.68782 -0.036 0.044 0.028 0.365
H -1.73575 -7.28305 6.75965 -0.015 0.086 -0.092 0.263
H -5.36746 -6.24296 6.93871 -0.025 -0.001 0.022 0.313
H -4.98991 -5.11895 8.24619 0.014 0.047 -0.084 0.336
H -4.77718 -6.84425 8.50243 0.088 -0.053 -0.050 0.368
H 0.20863 -5.59617 6.72627 0.025 0.000 -0.021 0.213
H 0.71378 -4.20763 7.69688 -0.082 -0.036 0.092 0.390
H 0.14167 -3.94978 6.06848 -0.075 -0.097 -0.070 0.017
H -1.27542 -5.50953 9.30421 -0.006 -0.007 0.007 0.329
H -2.39661 -4.14534 9.32105 -0.040 -0.051 -0.041 0.332
H -0.67040 -3.84278 9.42145 0.008 0.026 -0.058 0.372
O -1.65063 3.31904 -4.41644 -0.299 -1.683 -1.732 -0.533
P -1.78933 4.37397 -5.45116 0.298 3.848 1.742 -0.071
N -0.26274 5.11323 -5.55699 -0.210 -0.176 -0.073 0.377
C 0.16671 6.42742 -5.13824 0.076 0.236 -0.130 -0.948
C 0.81786 4.22050 -5.94393 -0.055 -0.298 0.008 -0.774
N -3.02683 5.34943 -4.77133 0.219 -0.260 0.604 0.345
C -2.98175 6.79528 -4.68988 -0.281 0.129 -0.508 -1.158
C -3.73002 4.80022 -3.61553 0.085 -0.052 0.166 -0.856
N -2.26689 4.58665 -7.02412 -0.117 -1.584 -0.360 0.300
C -1.55779 5.34489 -8.04277 0.251 -0.078 -0.067 -0.805
C -3.64876 4.26092 -7.36749 -0.049 -0.053 0.015 -0.909
H 0.66683 6.95650 -5.95985 0.039 -0.051 0.020 0.340
H 0.87346 6.37369 -4.30107 -0.023 -0.042 -0.002 0.320
H -0.65494 7.05809 -4.82924 -0.022 -0.099 0.028 0.246
H 0.74407 3.91353 -6.99492 0.065 -0.017 0.033 0.270
H 0.82377 3.31105 -5.33562 -0.011 0.016 0.001 -0.174
H 1.78095 4.71381 -5.81667 -0.050 0.091 0.018 0.472
H -2.35726 7.14886 -3.86036 -0.059 0.044 0.008 0.327
H -3.98936 7.18547 -4.52619 -0.019 -0.061 0.007 0.358
H -2.63268 7.24235 -5.62277 0.112 -0.059 0.017 0.300
H -3.17394 4.93419 -2.67874 -0.032 -0.010 0.018 0.277
H -3.92428 3.73940 -3.74239 0.083 -0.014 -0.002 0.105
H -4.69589 5.30110 -3.51787 0.045 0.091 -0.042 0.385
H -1.65758 6.42261 -7.88442 0.019 0.009 -0.012 0.226
H -1.97355 5.10764 -9.02251 -0.109 -0.027 0.056 0.363
H -0.50238 5.09299 -8.09275 0.017 0.067 0.110 0.227
H -4.28522 5.14887 -7.32145 -0.008 0.003 0.005 0.310
H -4.05528 3.51763 -6.68311 0.010 0.042 0.064 0.200
H -3.70399 3.83945 -8.37234 0.067 -0.006 0.000 0.401
```
Forces are in eV/Å.



Calculated F_max in order - 0.73 5.26 4.32 4.23 eV/A